A molecular structure, C11H19NO2S, computed with wB97M-V/def2-TZVPD.

Computed properties:
E_tot: -1033.85467 hartree
Energy relative to the best compared isomer or geometry (same formula, charge and spin): 37.2 kcal/mol
LUMO level: 0.7 eV

Element x y z (Å)
1 O -1.9298 2.1896 -1.6217
2 O 0.5013 2.6039 -2.2834
3 N 1.4568 0.4501 1.2295
4 C 1.5535 1.0762 2.5184
5 C 2.7210 0.5330 0.5152
6 C 2.7166 1.9774 2.5518
7 C 3.5966 1.2257 1.6264
8 C -0.9909 -1.5039 0.8793
9 C -1.6408 -1.5904 -0.5150
10 C -1.0156 -0.0534 1.3464
11 C -0.9798 -0.7583 -1.6854
12 C 0.1560 0.6526 0.4901
13 C -0.0640 2.1975 0.3649
14 C -0.0559 0.2709 -1.0381
15 S -0.4681 1.9771 -1.3384
16 H 1.7935 0.2544 3.2770
17 H 0.5812 1.5555 2.7536
18 H 3.1423 -0.4243 0.1956
19 H 2.7612 1.2027 -0.3363
20 H 3.0127 2.1126 3.5530
21 H 2.5227 2.9807 2.1277
22 H 4.1778 1.9719 1.1504
23 H 4.1826 0.4930 2.1569
24 H -0.0233 -2.0284 0.7944
25 H -1.5837 -2.1419 1.5592
26 H -1.7516 -2.6241 -0.8142
27 H -2.6644 -1.0205 -0.3469
28 H -1.8847 0.4091 1.0782
29 H -0.8138 -0.0642 2.4383
30 H -0.2492 -1.3816 -2.2715
31 H -1.7555 -0.2015 -2.2616
32 H 0.8873 2.8335 0.4381
33 H -0.8813 2.5232 0.9673
34 H 0.9812 0.2937 -1.5075

Löwdin atomic charge list, values in e, 5 entries: -0.3475 -0.3465 -0.1154 -0.2343 -0.1383